# 1
Molecular formula: C3H16O5
Method: DFT, ωB97M-V/def2-TZVPD

The value obtained for the energy above the lowest of the compared OMol25 structures with the same formula, charge and spin is 525.60 kJ/mol. For the LUMO energy, the calculation gives -0.31 eV. Its frontier orbital gap is 0.27425 hartree. For the highest occupied orbital energy, the calculation gives -7.78 eV.

Last column: Löwdin charge in e.
CARTESIAN COORDINATES (ANGSTROEM)
O  -0.01  -1.42  -2.91  -0.05
H  -0.45  -1.06  -3.68  0.04
H  -0.69  -1.48  -2.24  -0.14
O  -1.63  -0.96  2.42  -0.01
H  -0.89  -0.71  2.97  0.07
H  -2.17  -1.52  2.97  0.06
O  -1.52  -1.99  -1.41  0.10
H  -1.55  -2.85  -1.83  0.16
H  -2.43  -1.75  -1.28  0.15
O  -1.13  -0.43  -0.01  0.09
H  -1.24  -1.17  -0.61  -0.11
H  -1.57  -0.70  0.80  0.05
C  1.56  2.70  0.49  -0.06
C  0.98  1.37  0.14  -0.54
C  1.79  0.14  0.49  -0.05
O  -0.28  1.26  0.72  -0.09
H  1.36  3.55  -0.17  0.08
H  2.65  2.64  0.49  0.07
H  1.31  2.91  1.53  0.08
H  0.67  1.36  -0.90  0.13
H  2.71  0.20  -0.10  0.08
H  1.27  -0.75  0.15  0.07
H  1.98  0.19  1.57  0.08
H  -0.70  0.47  0.38  -0.25

***

# 2
Molecular formula: C3H16O5
Method: DFT, ωB97M-V/def2-TZVPD

The value obtained for the energy above the lowest of the compared OMol25 structures with the same formula, charge and spin is 182.30 kJ/mol. For the LUMO energy, the calculation gives 0.31 eV. Its frontier orbital gap is 0.39329 hartree. For the highest occupied orbital energy, the calculation gives -10.40 eV.

Last column: Löwdin charge in e.
CARTESIAN COORDINATES (ANGSTROEM)
C  -1.48  0.68  2.60  -0.17
O  -2.54  0.30  1.76  -0.11
H  -1.65  1.66  3.08  0.08
H  -1.33  0.00  3.45  0.08
H  -0.54  0.78  2.05  0.06
H  -2.92  1.08  1.37  0.07
C  2.94  -1.18  0.10  -0.12
O  2.09  -0.06  0.35  -0.14
H  3.94  -1.10  0.51  0.09
H  2.48  -2.09  0.52  0.09
H  3.00  -1.32  -0.98  0.08
H  1.90  -0.02  1.29  0.09
C  -1.14  -1.29  -0.85  -0.14
O  -0.52  -0.01  -0.90  -0.15
H  -2.02  -1.26  -1.49  0.08
H  -0.46  -2.04  -1.30  0.08
H  -1.34  -1.63  0.17  0.07
H  0.29  -0.03  -0.36  0.03
O  -2.93  1.48  -1.88  -0.06
H  -3.40  1.33  -1.06  0.02
H  -2.10  0.98  -1.79  0.00
O  2.85  1.53  -2.17  -0.06
H  2.26  1.41  -2.92  0.04
H  2.62  0.81  -1.56  -0.01

***

# 3
Molecular formula: C3H17B2Cl5Co2N3O26
Method: DFT, ωB97M-V/def2-TZVPD

Its spin multiplicity is 7. Its net charge is -3. For the LUMO energy (alpha / beta), the calculation gives 4.76 / 4.75 eV. Its frontier orbital gap (alpha / beta) is 0.21520 / 0.21478 hartree. For the highest occupied orbital energy (alpha / beta), the calculation gives -1.10 / -1.09 eV.

Last column: Mulliken spin population.
CARTESIAN COORDINATES (ANGSTROEM)
Co  6.57  16.34  17.43  2.84
Co  3.28  13.24  17.23  2.86
Cl  6.34  15.96  21.07  0.00
O  7.06  15.23  22.05  0.00
O  5.04  15.41  21.13  0.00
O  6.28  17.33  21.24  0.00
O  6.83  15.67  19.74  0.00
Cl  3.41  18.39  18.59  0.00
O  3.62  19.52  19.42  0.00
O  4.62  17.94  18.04  0.01
O  2.96  17.27  19.35  0.00
O  2.48  18.73  17.52  0.00
Cl  0.45  15.31  16.07  0.00
O  -0.11  15.40  17.34  0.00
O  0.71  16.68  15.64  0.00
O  1.69  14.60  16.14  0.01
O  -0.54  14.66  15.25  0.00
Cl  9.67  15.59  15.90  0.00
O  10.92  14.98  16.26  0.00
O  8.74  15.60  16.97  0.01
O  10.01  16.95  15.58  0.00
O  9.04  14.91  14.81  0.00
Cl  5.00  17.26  14.14  0.00
O  5.34  18.16  13.13  0.00
O  3.74  17.74  14.55  0.00
O  4.75  15.94  13.68  0.00
O  5.97  17.24  15.22  0.00
B  5.06  14.71  17.06  0.05
H  5.91  14.88  16.42  0.01
H  5.09  13.65  17.29  0.02
H  5.10  15.34  17.94  0.04
H  4.20  14.97  16.46  0.02
B  2.64  13.71  19.19  0.01
H  2.35  13.49  20.21  0.01
H  2.09  13.00  18.58  0.02
H  2.50  14.74  18.94  0.01
H  3.69  13.49  19.07  0.04
C  5.90  9.55  18.17  0.00
N  5.05  10.65  18.67  0.00
O  5.35  11.07  19.78  0.00
O  4.22  11.13  17.92  0.00
H  6.11  9.73  17.11  0.00
H  5.36  8.60  18.16  0.00
H  6.88  9.42  18.61  0.00
C  5.67  12.70  13.83  0.00
N  4.31  12.24  14.26  0.00
O  3.63  11.55  13.52  0.00
O  3.94  12.60  15.35  0.00
H  6.18  12.93  14.76  0.00
H  5.53  13.58  13.20  0.00
H  6.10  11.84  13.31  0.00
C  9.40  11.79  18.19  0.00
N  8.42  12.68  18.95  0.00
O  7.33  12.84  18.44  0.00
O  8.74  13.08  20.07  0.00
H  9.58  12.38  17.29  0.00
H  8.93  10.84  17.94  0.00
H  10.22  11.72  18.90  0.00

***

# 4
Molecular formula: C3H17N2O3
Method: DFT, ωB97M-V/def2-TZVPD

The value obtained for the energy above the lowest of the compared OMol25 structures with the same formula, charge and spin is 203.70 kJ/mol. Its net charge is +1. For the LUMO energy, the calculation gives -2.57 eV. Its frontier orbital gap is 0.39266 hartree. For the highest occupied orbital energy, the calculation gives -13.25 eV.

Last column: Löwdin charge in e.
CARTESIAN COORDINATES (ANGSTROEM)
N  0.71  -0.20  1.21  0.18
C  -0.31  0.11  -0.02  -0.34
C  0.20  1.26  -0.76  -0.09
C  -1.71  0.34  0.47  -0.23
N  -2.58  -0.58  -0.34  -0.01
H  0.29  -0.34  2.15  0.16
H  1.32  0.67  1.19  0.11
H  1.40  -1.02  1.07  0.13
H  -0.37  -0.85  -0.78  0.13
H  0.45  2.24  -0.28  0.10
H  -0.42  1.43  -1.65  0.11
H  1.19  0.89  -1.19  0.12
H  -1.89  0.16  1.57  0.13
H  -2.01  1.37  0.39  0.10
H  -3.62  -0.44  -0.11  0.12
H  -2.61  -0.30  -1.30  0.05
H  2.94  -2.23  -0.43  0.07
H  1.33  -2.16  -0.77  0.02
O  2.11  -1.77  -0.38  -0.03
H  -0.30  -2.46  -2.79  0.06
H  -1.30  -2.58  -1.67  0.08
O  -0.45  -2.18  -1.91  -0.04
H  2.66  2.82  2.25  0.09
H  1.27  3.30  1.90  0.05
O  1.71  2.50  2.19  -0.07

***

# 5
Molecular formula: C3H18NO10
Method: DFT, ωB97M-V/def2-TZVPD

The value obtained for the energy above the lowest of the compared OMol25 structures with the same formula, charge and spin is 147.61 kJ/mol. Its net charge is -1. For the LUMO energy, the calculation gives 2.92 eV. Its frontier orbital gap is 0.35777 hartree. For the highest occupied orbital energy, the calculation gives -6.82 eV.

Last column: Löwdin charge in e.
CARTESIAN COORDINATES (ANGSTROEM)
O  -3.19  0.18  1.83  0.03
C  -2.01  0.13  1.48  -0.53
N  -1.70  0.47  0.20  0.18
C  -0.52  0.19  -0.58  -0.67
O  0.41  -0.49  -0.16  -0.03
O  -0.64  0.77  -1.71  -0.09
C  -0.95  -0.20  2.46  -0.01
H  -2.50  0.84  -0.29  0.16
H  -1.02  0.60  3.24  0.11
H  0.07  -0.15  2.12  0.05
H  -1.17  -1.19  2.89  0.10
H  -1.97  -2.21  -1.82  0.03
H  -1.85  -0.57  -2.15  0.00
O  -2.33  -1.41  -2.23  -0.07
H  -0.99  2.49  -2.86  0.01
H  -0.74  2.50  -1.44  0.01
O  -1.25  3.03  -2.11  -0.11
H  1.93  -1.14  1.96  0.01
H  2.47  -0.57  0.70  -0.01
O  2.74  -1.11  1.44  -0.04
H  2.71  2.65  0.54  0.02
H  1.21  2.75  1.31  0.02
O  2.16  2.69  1.32  -0.08
H  0.28  -2.45  1.15  0.01
H  -1.27  -2.46  1.10  0.01
O  -0.50  -3.01  1.07  -0.05
H  1.79  2.00  -1.51  0.03
H  1.85  0.62  -0.60  0.00
O  2.28  1.42  -0.95  -0.06
H  2.22  -1.67  -2.14  0.02
H  0.87  -2.37  -1.83  0.01
O  1.59  -2.31  -2.46  -0.05

***

# 6
Molecular formula: C3H18NO4
Method: DFT, ωB97M-V/def2-TZVPD

Its spin multiplicity is 2. The value obtained for the energy above the lowest of the compared OMol25 structures with the same formula, charge and spin is 125.21 kJ/mol. For the LUMO energy (alpha / beta), the calculation gives 0.12 / 0.08 eV. Its frontier orbital gap (alpha / beta) is 0.08720 / 0.42034 hartree. For the highest occupied orbital energy (alpha / beta), the calculation gives -2.26 / -11.36 eV.

Last column: Mulliken spin population.
CARTESIAN COORDINATES (ANGSTROEM)
C  -1.29  2.52  -0.85  0.16
C  -0.95  1.35  0.14  0.35
N  0.42  0.86  0.13  -0.21
C  0.72  -0.46  0.81  1.61
H  -0.81  3.43  -0.47  -0.04
H  -0.75  2.29  -1.74  -0.05
H  -2.39  2.68  -0.90  -0.03
H  -1.26  1.75  1.12  -0.06
H  -1.57  0.49  -0.17  -0.03
H  1.13  1.53  0.50  -0.12
H  0.67  0.66  -0.91  -0.14
H  -0.22  -0.99  0.73  -0.28
H  1.17  -0.33  1.77  -0.16
H  1.58  -0.94  0.37  0.12
H  -2.27  -1.21  1.61  0.01
H  -3.65  -1.07  1.41  -0.02
O  -2.87  -0.67  1.02  0.02
H  0.59  -1.04  -2.65  0.17
H  2.03  -0.61  -2.17  0.12
O  1.06  -0.58  -1.94  -0.54
H  -1.62  -2.48  2.72  0.06
H  -0.67  -3.54  2.64  0.03
O  -0.83  -2.68  2.20  -0.21
H  4.14  -0.06  -2.48  -0.12
H  4.02  -0.81  -1.21  -0.20
O  3.62  -0.08  -1.69  0.57

***

# 7
Molecular formula: C3H18O6
Method: DFT, ωB97M-V/def2-TZVPD

The value obtained for the energy above the lowest of the compared OMol25 structures with the same formula, charge and spin is 117.89 kJ/mol. For the LUMO energy, the calculation gives 0.26 eV. Its frontier orbital gap is 0.38876 hartree. For the highest occupied orbital energy, the calculation gives -10.32 eV.

Last column: Löwdin charge in e.
CARTESIAN COORDINATES (ANGSTROEM)
C  -4.05  1.20  -11.46  -0.06
C  -4.20  -0.23  -11.99  -0.52
C  -5.26  -0.95  -11.24  -0.08
O  -4.67  -0.20  -13.31  -0.06
H  -3.14  1.62  -11.88  0.07
H  -3.95  1.09  -10.38  0.08
H  -4.80  1.97  -11.64  0.08
H  -3.20  -0.66  -11.94  0.14
H  -5.46  -1.95  -11.64  0.08
H  -6.13  -0.30  -11.22  0.09
H  -5.01  -1.21  -10.21  0.08
H  -5.47  0.33  -13.38  0.09
O  -1.64  -4.21  -18.94  -0.05
H  -0.84  -3.76  -19.20  0.03
H  -1.82  -3.90  -18.05  0.02
O  -5.78  -5.50  -15.84  -0.05
H  -6.26  -5.10  -16.57  0.03
H  -4.93  -5.06  -15.84  0.02
O  -2.36  -3.41  -15.01  -0.05
H  -1.82  -3.48  -14.22  0.03
H  -2.98  -2.72  -14.81  0.03
O  2.16  -3.18  -13.94  -0.05
H  1.85  -2.51  -14.55  0.03
H  2.60  -3.82  -14.48  0.03
O  0.47  -3.76  -10.17  -0.05
H  0.96  -3.51  -9.38  0.03
H  1.03  -3.48  -10.90  0.02

***

# 8
Molecular formula: C3H19N2O7
Method: DFT, ωB97M-V/def2-TZVPD

The value obtained for the energy above the lowest of the compared OMol25 structures with the same formula, charge and spin is 181.11 kJ/mol. Its net charge is +1. For the LUMO energy, the calculation gives -2.51 eV. Its frontier orbital gap is 0.37778 hartree. For the highest occupied orbital energy, the calculation gives -12.79 eV.

Last column: Löwdin charge in e.
CARTESIAN COORDINATES (ANGSTROEM)
C  2.72  -1.21  -1.68  -0.09
C  1.91  -1.78  -0.77  -0.02
N  0.58  -1.57  -1.25  0.14
C  0.73  -0.84  -2.49  -0.02
N  2.04  -0.72  -2.78  0.11
H  3.88  -1.07  -1.85  0.17
H  2.08  -2.35  0.08  0.10
H  -0.22  -1.83  -0.75  0.11
H  -0.03  -0.32  -2.99  0.13
H  2.48  -0.06  -3.38  0.16
H  -1.89  1.73  0.94  0.02
H  -0.62  2.56  1.23  0.13
O  -1.19  2.19  0.40  -0.10
H  -2.64  -0.51  0.82  0.07
H  -3.60  0.66  0.21  0.02
O  -3.27  -0.24  0.06  -0.10
H  0.13  1.79  -1.95  0.05
H  -0.43  1.26  -0.40  0.11
O  0.30  1.08  -1.32  -0.20
H  -3.47  1.78  2.83  0.09
H  -2.06  1.25  3.03  0.02
O  -2.73  1.37  2.38  -0.02
H  0.57  0.20  3.39  0.04
H  0.22  1.33  2.42  -0.03
O  -0.10  0.62  2.91  0.02
H  -0.61  -4.08  0.42  -0.01
H  -0.35  -4.00  1.90  0.04
O  -0.34  -3.53  1.08  0.01
H  1.75  3.68  1.08  0.06
H  1.82  2.42  0.10  0.03
O  1.39  2.83  0.84  -0.03

***

# 9
Molecular formula: C3H19NO7
Method: DFT, ωB97M-V/def2-TZVPD

Its spin multiplicity is 2. The value obtained for the energy above the lowest of the compared OMol25 structures with the same formula, charge and spin is 74.37 kJ/mol. Its net charge is -1. For the LUMO energy (alpha / beta), the calculation gives 3.32 / 3.09 eV. Its frontier orbital gap (alpha / beta) is 0.10812 / 0.37145 hartree. For the highest occupied orbital energy (alpha / beta), the calculation gives 0.38 / -7.02 eV.

Last column: Mulliken spin population.
CARTESIAN COORDINATES (ANGSTROEM)
C  -1.69  -0.21  -1.62  0.38
C  -0.79  0.28  -0.52  1.98
N  -0.27  1.54  -0.58  -1.25
C  -0.35  2.46  -1.69  1.77
O  -0.41  -0.47  0.38  -0.58
H  -2.60  0.39  -1.70  -0.04
H  -1.23  -0.26  -2.61  0.04
H  -2.10  -1.16  -1.26  -0.18
H  0.07  1.90  0.30  0.07
H  -0.44  3.49  -1.37  -1.03
H  -1.22  2.22  -2.30  0.07
H  0.53  2.46  -2.33  0.03
H  2.22  0.70  -1.00  0.09
H  2.49  -0.31  -0.10  0.09
O  3.04  0.26  -0.67  -0.30
H  -0.98  -2.44  0.93  0.04
H  -0.58  -3.89  0.58  -0.01
O  -1.32  -3.34  0.87  0.00
H  -1.22  -3.44  2.90  0.00
H  -1.07  -2.20  3.72  -0.01
O  -0.59  -3.02  3.50  0.03
H  -0.55  -0.19  2.50  0.01
H  -1.87  0.32  3.14  -0.08
O  -1.29  -0.44  3.07  0.10
H  3.86  1.29  2.11  -0.02
H  3.07  2.13  1.15  -0.02
O  3.06  1.82  2.06  0.16
H  1.36  -0.28  -2.79  0.04
H  0.02  0.33  -3.11  -0.09
O  0.85  0.07  -3.54  -0.30